Record 1
A cluster of 2 separate species, CHF3O2P in total in a non-equilibrium geometry. Source: the Open Molecules 2025 dataset; level of theory: the ωB97M-V functional and the def2-TZVPD basis.

CARTESIAN COORDINATES (ANGSTROEM)
C (-0.342, -0.758, 0.348)
O (-0.123, 1.986, 0.515)
O (2.119, 0.853, -0.240)
F (0.457, -1.767, 0.755)
F (-0.965, -0.222, 1.478)
F (-0.683, -0.101, -2.472)
P (0.647, 0.914, -0.043)
H (-1.109, -0.906, -0.342)

Computed properties:
ΔE to the lowest compared entry with this formula, charge and spin = 2.985 eV
Kohn-Sham gap (spin up / spin down) = 0.198 / 0.186 Ha
expectation value of S² = 2.007
strongest force on any atom = 6.12 eV/A
total charge = -1
2S+1 = 3


Record 2
A cluster of 2 separate species, CHF4N2O in total in a non-equilibrium geometry. Source: the Open Molecules 2025 dataset; level of theory: the ωB97M-V functional and the def2-TZVPD basis.

CARTESIAN COORDINATES (ANGSTROEM)
C (-0.247, 0.987, -0.542)
N (0.223, -0.231, -0.346)
N (0.610, -1.929, 0.826)
O (-0.437, 1.873, 0.378)
F (0.621, -0.997, -1.391)
F (-0.379, 1.460, -1.834)
F (0.991, -1.528, 1.982)
F (-0.617, -2.279, 0.967)
H (-0.766, 2.643, -0.039)

Computed properties:
ΔE to the lowest compared entry with this formula, charge and spin = 5.975 eV
Kohn-Sham gap (spin up / spin down) = 0.286 / 0.286 Ha
strongest force on any atom = 3.50 eV/A
total charge = +1


Record 3
An isolated molecule of CHF5N3OP3 in a non-equilibrium geometry. Source: the Open Molecules 2025 dataset; level of theory: the ωB97M-V functional and the def2-TZVPD basis.

CARTESIAN COORDINATES (ANGSTROEM)
C (-2.929, -0.019, -0.109)
N (0.393, 1.445, 0.910)
N (2.407, 0.818, -0.525)
N (2.360, -1.381, 0.593)
O (-1.804, 0.731, 0.131)
F (-2.745, -1.349, -0.280)
F (-3.646, 0.204, 0.991)
F (3.690, 0.990, -0.920)
F (2.270, -2.711, 0.807)
F (-0.033, -0.281, -0.891)
P (1.787, 1.992, 0.466)
P (-0.433, 0.032, 0.698)
P (2.140, -0.904, -0.835)
H (-3.458, 0.433, -1.036)

Computed properties:
ΔE to the lowest compared entry with this formula, charge and spin = 1.759 eV
Kohn-Sham gap (spin up / spin down) = 0.234 / 0.224 Ha
expectation value of S² = 2.011
strongest force on any atom = 5.03 eV/A
2S+1 = 3


Record 4
A structure of composition CHFHgO2 in a non-equilibrium geometry. Source: the Open Molecules 2025 dataset; level of theory: the ωB97M-V functional and the def2-TZVPD basis.

CARTESIAN COORDINATES (ANGSTROEM)
F (-0.759, 1.043, 0.300)
O (0.839, 1.152, -0.425)
Hg (2.235, 0.773, 0.753)
O (0.263, -0.824, -0.504)
C (-0.882, -0.762, -0.260)
H (-1.696, -1.382, 0.136)

Computed properties:
Kohn-Sham gap (spin up / spin down) = 0.329 / 0.330 Ha
strongest force on any atom = 7.03 eV/A
total charge = +2


Record 5
A structure of composition CHFINO in a non-equilibrium geometry. Source: the Open Molecules 2025 dataset; level of theory: the ωB97M-V functional and the def2-TZVPD basis.

CARTESIAN COORDINATES (ANGSTROEM)
C (-2.656, -2.030, 0.902)
N (-0.066, 0.374, -0.435)
O (-3.178, -2.658, 0.108)
F (0.179, -0.604, -1.378)
I (-2.103, 0.568, -0.036)
H (0.448, -0.031, 0.277)

Computed properties:
ΔE to the lowest compared entry with this formula, charge and spin = 1.236 eV
Kohn-Sham gap = 0.312 Ha
strongest force on any atom = 2.89 eV/A


Record 6
An isolated molecule of CHFINO2 in a non-equilibrium geometry. Source: the Open Molecules 2025 dataset; level of theory: the ωB97M-V functional and the def2-TZVPD basis.

CARTESIAN COORDINATES (ANGSTROEM)
C (-0.449, 0.372, -0.154)
N (0.542, -0.818, 0.275)
O (0.978, -1.528, -0.571)
O (0.739, -0.850, 1.451)
F (-0.770, 0.122, -1.413)
I (0.478, 2.299, -0.029)
H (-1.518, 0.404, 0.442)

Computed properties:
ΔE to the lowest compared entry with this formula, charge and spin = 0.450 eV
Kohn-Sham gap = 0.363 Ha
strongest force on any atom = 3.35 eV/A


Record 7
An isolated molecule of CHFINO2. Source: the Open Molecules 2025 dataset; level of theory: the ωB97M-V functional and the def2-TZVPD basis.

CARTESIAN COORDINATES (ANGSTROEM)
C (0.017, 0.554, -0.230)
N (-0.350, -0.807, 0.296)
O (-0.285, -0.926, 1.489)
O (-0.680, -1.625, -0.510)
F (-0.218, 0.592, -1.539)
I (2.095, 0.896, 0.213)
H (-0.579, 1.316, 0.282)

Computed properties:
ΔE to the lowest compared entry with this formula, charge and spin = 0.000 eV
Kohn-Sham gap = 0.357 Ha
strongest force on any atom = 0.83 eV/A


Record 8
A cluster of 2 separate species, CHFIPS in total in a non-equilibrium geometry. Source: the Open Molecules 2025 dataset; level of theory: the ωB97M-V functional and the def2-TZVPD basis.

CARTESIAN COORDINATES (ANGSTROEM)
C (0.401, 2.362, -0.205)
F (1.152, 3.434, -0.548)
P (1.060, 0.778, -0.864)
S (-1.196, 2.360, 0.208)
I (2.938, 0.577, 0.462)
H (-0.206, -0.219, 0.079)

Computed properties:
ΔE to the lowest compared entry with this formula, charge and spin = 2.211 eV
Kohn-Sham gap = 0.286 Ha
strongest force on any atom = 3.86 eV/A


Record 9
A cluster of 2 separate species, CHFIPS in total in a non-equilibrium geometry. Source: the Open Molecules 2025 dataset; level of theory: the ωB97M-V functional and the def2-TZVPD basis.

CARTESIAN COORDINATES (ANGSTROEM)
C (2.353, 1.747, 0.214)
F (3.034, 1.467, 1.401)
P (2.308, 0.538, -1.096)
S (1.925, 3.229, -0.168)
I (2.977, -1.431, 0.115)
H (0.038, -0.341, -1.049)

Computed properties:
ΔE to the lowest compared entry with this formula, charge and spin = 3.686 eV
Kohn-Sham gap (spin up / spin down) = 0.269 / 0.271 Ha
strongest force on any atom = 2.09 eV/A


Record 10
An isolated molecule of CHFO2 in a non-equilibrium geometry. Source: the Open Molecules 2025 dataset; level of theory: the ωB97M-V functional and the def2-TZVPD basis.

CARTESIAN COORDINATES (ANGSTROEM)
C (-0.582, -0.099, 0.019)
O (0.723, -0.031, -0.010)
O (2.012, 0.712, 0.019)
F (-0.976, -1.365, 0.019)
H (-1.177, 0.783, -0.046)

Computed properties:
ΔE to the lowest compared entry with this formula, charge and spin = 7.295 eV
Kohn-Sham gap = 0.332 Ha
strongest force on any atom = 7.73 eV/A


Record 11
A structure of composition CHFO3 in a non-equilibrium geometry. Source: the Open Molecules 2025 dataset; level of theory: the ωB97M-V functional and the def2-TZVPD basis.

CARTESIAN COORDINATES (ANGSTROEM)
C (2.625, 0.106, 0.005)
O (3.387, 0.884, 0.373)
O (1.294, 0.527, -0.005)
O (-0.311, 0.037, -0.242)
F (2.834, -1.121, -0.512)
H (-0.460, 0.836, -0.793)

Computed properties:
ΔE to the lowest compared entry with this formula, charge and spin = 0.801 eV
Kohn-Sham gap (spin up / spin down) = 0.400 / 0.311 Ha
expectation value of S² = 2.012
strongest force on any atom = 4.75 eV/A
2S+1 = 3


Record 12
An isolated molecule of CHFOS2 in a non-equilibrium geometry. Source: the Open Molecules 2025 dataset; level of theory: the ωB97M-V functional and the def2-TZVPD basis.

CARTESIAN COORDINATES (ANGSTROEM)
C (-0.932, 0.616, -0.427)
O (1.144, -1.631, 0.054)
F (-2.243, 0.493, -0.609)
S (-0.433, 0.385, 1.221)
S (1.493, -0.281, 0.425)
H (0.972, 0.418, -0.663)

Computed properties:
ΔE to the lowest compared entry with this formula, charge and spin = 3.496 eV
Kohn-Sham gap = 0.328 Ha
strongest force on any atom = 2.12 eV/A


Record 13
A structure of composition CHFeO2 in a non-equilibrium geometry. Source: the Open Molecules 2025 dataset; level of theory: the ωB97M-V functional and the def2-TZVPD basis.

CARTESIAN COORDINATES (ANGSTROEM)
H (0.494, 1.459, 0.172)
O (0.299, 0.497, 0.548)
C (0.570, -0.031, -0.713)
O (-0.293, -0.906, -0.946)
Fe (-1.070, -1.019, 0.939)

Computed properties:
ΔE to the lowest compared entry with this formula, charge and spin = 0.776 eV
Kohn-Sham gap (spin up / spin down) = 0.241 / 0.267 Ha
expectation value of S² = 12.007
strongest force on any atom = 6.98 eV/A
total charge = +1
2S+1 = 7


Record 14
A structure of composition CHI2O2S2 in a non-equilibrium geometry. Source: the Open Molecules 2025 dataset; level of theory: the ωB97M-V functional and the def2-TZVPD basis.

CARTESIAN COORDINATES (ANGSTROEM)
C (0.152, 0.227, -0.748)
O (-0.753, 0.625, 1.686)
O (1.340, -0.638, 1.336)
S (-1.067, -2.058, 0.426)
S (-0.030, -0.432, 0.896)
I (1.785, 1.785, -0.685)
I (-1.736, 1.086, -1.415)
H (0.308, -0.595, -1.496)

Computed properties:
ΔE to the lowest compared entry with this formula, charge and spin = 0.023 eV
Kohn-Sham gap = 0.268 Ha
strongest force on any atom = 2.78 eV/A
total charge = -1


Record 15
A structure of composition CHIOS2 in a non-equilibrium geometry. Source: the Open Molecules 2025 dataset; level of theory: the ωB97M-V functional and the def2-TZVPD basis.

CARTESIAN COORDINATES (ANGSTROEM)
C (1.441, -0.580, -0.129)
O (-0.343, 1.315, -0.078)
S (0.569, -1.435, -1.210)
S (0.429, -1.621, 0.774)
I (-2.038, 0.339, 0.009)
H (-0.059, 1.982, 0.634)

Computed properties:
ΔE to the lowest compared entry with this formula, charge and spin = 4.525 eV
Kohn-Sham gap = 0.281 Ha
strongest force on any atom = 3.67 eV/A


Record 16
A cluster of 2 separate species, CHIOS2 in total in a non-equilibrium geometry. Source: the Open Molecules 2025 dataset; level of theory: the ωB97M-V functional and the def2-TZVPD basis.

CARTESIAN COORDINATES (ANGSTROEM)
C (0.097, -0.340, -0.442)
O (-0.440, 1.582, 1.451)
S (1.636, -0.437, 0.376)
S (-0.257, 0.128, 1.286)
I (-0.914, -1.893, -1.386)
H (-0.122, 0.959, -1.285)

Computed properties:
ΔE to the lowest compared entry with this formula, charge and spin = 2.968 eV
Kohn-Sham gap = 0.338 Ha
strongest force on any atom = 5.15 eV/A


Record 17
A structure of composition CHLiO2Rh in a non-equilibrium geometry. Source: the Open Molecules 2025 dataset; level of theory: the ωB97M-V functional and the def2-TZVPD basis.

CARTESIAN COORDINATES (ANGSTROEM)
H (1.199, 1.450, -0.190)
O (0.354, 1.059, 0.160)
C (0.498, -0.287, 0.035)
O (-0.669, -0.763, -0.124)
Li (0.278, -2.391, -0.029)
Rh (-1.660, 0.931, 0.147)

Computed properties:
ΔE to the lowest compared entry with this formula, charge and spin = 0.000 eV
Kohn-Sham gap (spin up / spin down) = 0.433 / 0.325 Ha
expectation value of S² = 6.005
strongest force on any atom = 6.04 eV/A
total charge = +3
2S+1 = 5


Record 18
A structure of composition CHLiO3Tl in a non-equilibrium geometry. Source: the Open Molecules 2025 dataset; level of theory: the ωB97M-V functional and the def2-TZVPD basis.

CARTESIAN COORDINATES (ANGSTROEM)
O (1.332, -0.184, 1.360)
C (1.941, -0.477, 0.426)
H (0.397, 0.135, -0.738)
O (-1.222, 0.394, -1.196)
O (-0.186, -0.100, -1.554)
Li (-1.358, -0.694, 0.497)
Tl (-0.903, 0.926, 1.203)

Computed properties:
ΔE to the lowest compared entry with this formula, charge and spin = 1.268 eV
Kohn-Sham gap (spin up / spin down) = 0.303 / 0.227 Ha
strongest force on any atom = 11.88 eV/A
total charge = +3


Record 19
An isolated molecule of CHN2O2P in a non-equilibrium geometry. Source: the Open Molecules 2025 dataset; level of theory: the ωB97M-V functional and the def2-TZVPD basis.

CARTESIAN COORDINATES (ANGSTROEM)
C (-0.755, 1.294, -0.039)
N (-0.726, 2.324, -0.520)
N (0.882, -0.691, 0.020)
O (1.918, -0.033, 0.100)
O (0.819, -1.782, -0.564)
P (-0.643, -0.170, 0.906)
H (-1.495, -0.943, 0.096)

Computed properties:
ΔE to the lowest compared entry with this formula, charge and spin = 0.000 eV
Kohn-Sham gap = 0.385 Ha
strongest force on any atom = 2.82 eV/A


Record 20
The ion CHN2O3 with charge -1 in a non-equilibrium geometry. Source: the Open Molecules 2025 dataset; level of theory: the ωB97M-V functional and the def2-TZVPD basis.

CARTESIAN COORDINATES (ANGSTROEM)
C (-2.573, -0.252, -0.001)
N (-0.153, 0.026, -0.557)
N (-1.253, 0.212, 0.288)
O (-3.806, 0.739, 0.089)
O (-2.621, -1.445, -0.147)
O (-0.571, 1.340, -0.166)
H (0.603, -0.119, 0.047)

Computed properties:
ΔE to the lowest compared entry with this formula, charge and spin = 4.231 eV
Kohn-Sham gap = 0.294 Ha
strongest force on any atom = 7.59 eV/A
total charge = -1